No. 1
Below is C11H15CaNP as an isolated structure, with properties calculated with ωB97M-V with the def2-TZVPD basis set.

The HOMO-LUMO gap (alpha / beta) is 3.86 / 3.73 eV. The calculation puts the energy above the lowest of the compared OMol25 structures with the same formula, charge and spin at 131.7 kJ/mol. The LUMO energy (alpha / beta) is 2.74 / 2.62 eV. Its spin multiplicity is 1. The highest occupied orbital energy (alpha / beta) comes out at -0.04129 / -0.04084 hartree. As for the net charge: -1.

Atoms and positions in Å:
C 0.52203 -1.94401 5.58134
H -1.51788 -0.99457 -3.28338
C 0.20278 -0.23224 -2.03206
C -0.80498 0.31629 4.50670
H 1.99369 -0.51890 -0.68742
H 0.19886 0.84224 -2.21965
H -1.33618 2.87710 -0.61332
H 1.03025 -0.85596 1.99721
Ca -1.94001 0.11955 2.03436
C -0.40928 -2.44965 -1.99805
C 1.05512 -1.29673 4.46036
H -0.94320 -3.38414 -2.18108
H -1.54162 3.66894 1.35135
H -1.21089 1.29938 4.19494
C 1.15346 -0.95774 -1.21906
H 1.99073 -1.60841 3.98050
N 0.39217 -0.17306 2.41621
H 0.29325 2.87293 0.67446
C -1.30552 -0.32257 5.65047
H 1.41682 -3.16365 -0.89439
H 1.02394 -2.81688 6.00939
H -1.13626 -2.03802 6.94381
C 0.83830 -2.34269 -1.31502
H -2.18880 0.08471 6.15518
P -1.08122 2.44998 0.73472
C -0.68474 -1.47747 6.12577
C 0.31015 -0.28184 3.87612
H 0.71435 0.74421 2.07356
C -0.70131 -1.18550 -2.58952

Here are the natural (NBO) charges for atoms 1 to 8, given in e:
1 C -0.219
2 H 0.184
3 C -0.393
4 C -0.384
5 H 0.171
6 H 0.176
7 H 0.058
8 H 0.422


No. 2
Below is C46H36Br5N10O2W as an isolated structure, with properties calculated with ωB97M-V with the def2-TZVPD basis set.

The HOMO-LUMO gap is 3.74 eV. The LUMO energy is -10.79 eV. Its spin multiplicity is 1. The highest occupied orbital energy comes out at -0.53374 hartree. As for the net charge: +3.

Atoms and positions in Å:
H -2.37134 -1.98071 0.97849
C -4.94923 8.42866 0.24741
H -3.70438 -3.20161 -0.98202
C 1.95513 -3.58894 -1.14558
C -1.44059 -1.05536 -2.01547
C 0.18179 -2.81993 4.21970
Br -2.04255 -2.70469 6.00043
H 6.84378 -1.34297 -3.33092
C 6.27901 -0.45768 -3.05513
H 4.08117 4.80916 0.57577
H -0.67549 6.69910 -3.54361
C 2.86589 1.70443 0.19631
H 3.14692 0.66888 0.30737
H 6.99624 1.30132 0.30624
H 0.48711 1.48991 3.44890
C -6.77032 7.21257 -1.60977
C 5.21628 2.30360 0.68778
H 1.72520 6.15451 -3.23074
H 4.25574 1.65564 -4.43183
H -2.73790 -2.21523 -3.33478
H 4.51152 2.70939 -2.17081
H -0.94969 2.63828 1.76932
H 1.99859 1.22705 2.95981
C 3.24909 -3.27397 -1.53532
C -0.75796 -0.77619 2.63107
C -6.85779 8.53404 -1.25701
C 4.86111 1.19088 -3.65629
H -2.58030 0.94189 -1.62748
C 5.77370 1.09642 -1.46866
H -2.56959 4.48598 1.71549
C 1.37869 4.04393 -3.07372
C 1.07394 -2.56799 -0.88240
C -0.88889 3.32105 -3.36043
C 0.44684 3.01463 -3.11631
H 2.85774 0.05839 -1.62258
H 1.94425 1.55863 -2.66766
Br -3.16117 -0.28227 3.97375
C 2.05642 4.27951 0.07012
H 0.07729 -2.80098 -0.54006
H 4.57350 -1.64515 -2.01968
H 5.59995 2.66893 1.63736
H -2.33501 4.87010 -3.70703
H -1.61746 2.52229 -3.46679
N 1.39305 -1.27701 -1.02967
C 2.62996 -0.98189 -1.44726
C 1.18841 3.23715 -0.18890
N -1.32314 -0.98514 -0.61996
N 0.10151 0.68208 -2.14187
H -6.07815 10.19130 -0.11456
C -5.73825 6.48510 -1.00819
C -2.91669 -2.47211 -1.10333
C -2.24750 -1.85509 -0.08444
C 3.81459 2.68009 0.38690
C -4.27564 5.00906 -0.26931
C 3.58533 -1.93853 -1.69801
C 0.47653 -1.34858 2.38177
Br 4.50196 -4.60896 -1.83011
H 1.63947 -4.61705 -1.03015
C 3.37967 4.00749 0.37210
H 1.68338 5.29373 0.01570
C -1.04415 -2.17781 4.52129
N 1.13820 1.69782 2.69635
C -1.52742 -1.15206 3.71079
H -4.30438 2.62738 -1.75050
Br 2.59612 -3.16303 2.66934
N 5.49221 0.07005 -3.99379
C -2.55772 3.73447 0.93777
H 2.43302 3.81359 -2.93654
H 0.17846 3.44229 -0.49371
C -0.64845 -0.16097 -2.76068
C 0.95209 -2.40237 3.13828
N -1.57594 1.77438 -0.01851
Br 0.79031 -4.23180 5.27014
C -2.56926 1.75904 -0.92804
N 1.57677 1.96251 -0.08555
C -2.40917 -1.95845 -2.33524
C 4.97292 1.75924 -2.39702
H -7.64453 9.14125 -1.68871
C 0.91068 1.58085 -3.00700
C 6.02341 1.57928 -0.08387
N -5.34136 5.18072 -1.11753
C -0.35963 5.66918 -3.42805
N -3.95668 6.12609 0.36000
O 1.03460 -0.81388 1.28298
N 6.43947 -0.00880 -1.80942
H -5.82055 4.47371 -1.64757
C -3.53489 2.71994 -0.99347
C -3.49184 3.81945 -0.11996
H -0.68750 -0.18364 -3.84559
H 1.33191 2.69277 2.78564
H -7.46352 6.76725 -2.31215
C -1.65856 2.72029 0.96186
C -1.29366 4.64200 -3.50233
C -4.84231 7.06283 -0.08542
C -5.95580 9.14081 -0.34296
C 0.98174 5.36588 -3.23514
H -4.25445 8.87609 0.94834
O -1.08977 0.13087 1.69607
W 0.03010 0.31205 0.13398
H 0.89615 1.13976 -4.00244

Here are the natural (NBO) charges for atoms 1 to 8, given in e:
1 H 0.249
2 C -0.167
3 H 0.271
4 C -0.186
5 C -0.028
6 C -0.143
7 Br 0.234
8 H 0.214


No. 3
Below is one molecule with the formula C2H6N2O2, with properties calculated with ωB97M-V with the def2-TZVPD basis set.

The HOMO-LUMO gap is 9.39 eV. The calculation puts the energy above the lowest of the compared OMol25 structures with the same formula, charge and spin at 794.1 kJ/mol. The LUMO energy is -0.05 eV. Its spin multiplicity is 1. The highest occupied orbital energy comes out at -0.34691 hartree. As for the net charge: 0.

Atoms and positions in Å:
C -1.56916 -0.77970 -0.06990
H -2.22694 -1.32832 0.59132
O -0.16709 -0.57111 0.48486
O -1.13955 1.91099 0.24676
N 0.05963 1.70366 -0.07903
H 1.86094 0.45390 1.32467
H -2.00283 0.19640 -0.42109
C 1.87590 0.07825 0.04319
H 2.17777 -1.18052 0.06275
H -1.61403 -1.50447 -1.14960
H 2.40269 0.61481 -0.72078
N 0.34266 0.40611 -0.31313

Here are the natural (NBO) charges for atoms 1 to 8, given in e:
1 C -0.283
2 H 0.203
3 O -0.385
4 O -0.372
5 N 0.218
6 H 0.222
7 H 0.228
8 C -0.441


No. 4
Below is C33H57N4OP2Pb as an isolated structure, with properties calculated with ωB97M-V with the def2-TZVPD basis set.

The HOMO-LUMO gap (alpha / beta) is 5.37 / 5.83 eV. The calculation puts the energy above the lowest of the compared OMol25 structures with the same formula, charge and spin at 510.2 kJ/mol. The LUMO energy (alpha / beta) is -10.87 / -10.41 eV. Its spin multiplicity is 1. The highest occupied orbital energy (alpha / beta) comes out at -0.59697 / -0.59689 hartree. As for the net charge: +3.

Atoms and positions in Å:
C 0.57585 2.02824 -3.35851
C 1.94094 -0.04960 -1.63541
N 0.31536 1.63098 -0.97561
H -4.55241 -2.41449 3.20084
H 0.95748 -3.14862 2.69941
H 2.66878 -2.77653 -1.73292
H 1.82442 1.10270 2.57216
H -6.01219 -0.77297 -0.85468
C 1.57939 -2.57359 -1.78811
P -3.05522 -0.82831 0.08900
H -4.75488 2.57691 0.15861
C -4.11638 -1.60423 2.58955
H 4.42671 3.55250 -2.57411
H -0.02355 3.92208 -3.94634
H -2.28582 -3.71017 0.49922
H 2.75003 3.17511 -2.08251
H -2.77306 -1.24904 -2.26168
H -0.88030 0.43377 -3.80762
H -4.69947 1.80252 -2.10050
C -1.09361 -2.15564 -1.38177
H 0.90763 -3.31973 5.42670
Pb -0.64330 0.51752 0.75570
H -1.43718 -4.01810 -2.47562
C 0.50106 -2.60887 4.80577
C 0.99318 1.19475 -1.94559
C -5.77023 0.08897 -0.22580
H 1.01017 2.30507 -5.37285
N -0.17123 -1.30290 -0.94464
H -3.06879 1.13878 -2.12006
C 4.05485 0.90276 -3.02073
H 5.09334 -0.61007 2.37007
H 2.92217 -0.51893 -1.99287
H 4.99368 2.48219 1.20076
H -1.36239 -1.83301 6.99848
C -0.55263 -1.18213 6.58680
H 5.97253 0.38803 -1.22886
C 1.08685 -1.33486 -1.41935
H -4.70491 -3.33709 -0.39407
C 4.19425 1.60687 -1.64286
H 2.46550 2.28368 -4.38752
H 5.55411 -0.15943 0.72110
H 2.06428 -0.61174 2.17695
H -3.24388 -1.19569 3.12645
C -3.71412 -2.20390 1.22723
C -4.10575 0.90365 -1.88433
C 5.68130 1.44183 -1.26737
P 2.87192 1.01771 -0.38677
N -0.20766 -1.35736 3.03927
H 4.24518 -1.33644 0.98993
C 3.80205 3.08752 -1.79652
C 0.45477 3.53824 -3.02776
H 1.03876 -4.56847 -2.57916
H -6.01976 -0.12480 0.81987
H 4.61776 -0.05648 -3.01852
H -3.11968 -2.73786 -1.41941
C 4.22975 2.07634 1.86882
H -1.01666 2.00091 -4.70722
H 5.99708 1.93929 -0.33726
H 2.99936 0.68076 -3.25147
H -1.54864 1.89604 -3.00636
H -6.40676 0.92567 -0.54815
C -0.66737 -3.29975 -2.03344
H -1.23503 0.11740 4.24186
C -2.56741 -1.79689 -1.33365
H -5.81716 -2.34284 0.57925
C -2.57290 -3.20722 1.42737
O -0.42343 3.98346 2.83035
H 4.68394 1.98527 2.87366
H 3.41735 2.81755 1.94311
C 0.68818 -3.59004 -2.12351
C -0.62993 2.96401 2.33193
H -1.68267 -2.73091 1.85005
C -0.64854 -0.77343 4.12190
C 2.58023 0.31852 2.44170
H 1.43067 4.05605 -2.87609
C -4.04346 1.78745 0.46968
H 3.04281 0.16042 3.43140
H 4.44620 1.54399 -3.82057
H -4.45392 0.11628 -2.55895
C 0.50517 -2.49142 3.39400
C 4.69926 -0.40766 1.35902
C 3.66153 0.70928 1.42855
H 6.27422 1.90117 -2.07869
H -4.87466 -0.80974 2.48795
H -0.89917 -0.14001 6.68672
H -0.18065 3.69621 -2.16006
H -2.90214 -3.98342 2.13086
H 0.32770 -1.30828 7.26623
C -4.31222 0.52591 -0.41285
H 1.58349 0.74937 -4.76933
N -0.23843 -1.47289 5.22185
H -4.20790 1.57384 1.54362
C -0.82348 1.53773 -3.74108
C -4.90824 -2.95218 0.61231
C 1.47970 1.80452 -4.52822
H -5.12146 -3.81567 1.26117
H 3.95849 3.64980 -0.85216
H -3.01886 2.18376 0.33230

Here are the Mulliken charges for atoms 1 to 8, given in e:
1 C 1.599
2 C 1.097
3 N -0.656
4 H 0.513
5 H 0.614
6 H 0.553
7 H 0.111
8 H 0.440